1.
Formula: C5H9N3
Source: the OMol25 dataset
Level of theory: the ωB97M-V functional and the def2-TZVPD basis

XYZ file:
```
17
C5H9N3 | the OMol25 dataset | the ωB97M-V functional and the def2-TZVPD basis
C 1.036 -1.132 -2.549
N 0.071 -0.313 -1.770
C 0.054 -0.242 -0.384
C 0.724 -0.808 0.743
C 0.219 -0.103 1.926
C -0.613 0.861 1.462
N -1.418 1.834 2.140
N -0.807 0.748 0.112
H 1.991 -0.714 -2.384
H 0.761 -1.052 -3.548
H 1.249 -2.153 -2.179
H -0.885 -0.170 -2.214
H 1.546 -1.554 0.742
H 0.396 -0.382 3.015
H -0.804 2.330 2.877
H -2.257 1.489 2.641
H -1.261 1.361 -0.630
```

* net charge: 0
* structure (SMILES): CNc1ccc(N)[nH]1
* max |F|: 3.06 eV Å⁻¹
* E_LUMO: 0.99 eV
* orbital gap: 7.8967 eV
* total energy: -9799.90618 eV



2.
Formula: C38H51Cl3LuN2O3PSi
Source: the OMol25 dataset
Level of theory: the ωB97M-V functional and the def2-TZVPD basis

XYZ file:
```
100
C38H51Cl3LuN2O3PSi | the OMol25 dataset | the ωB97M-V functional and the def2-TZVPD basis
C -1.751 4.149 -1.392
C -2.267 3.112 -2.342
H -1.613 5.120 -1.870
H -0.791 3.828 -0.961
H -2.447 4.286 -0.553
C -2.505 3.300 -3.649
C -2.299 4.583 -4.380
H -2.906 2.485 -4.259
H -1.790 5.350 -3.784
H -3.257 5.007 -4.717
H -1.705 4.414 -5.291
Lu 0.064 0.234 -0.082
Cl -1.706 0.019 1.708
Cl 1.751 1.748 0.981
C -1.850 -2.173 -0.727
O -0.643 -1.783 -0.732
N -2.255 -3.310 -1.271
C -1.316 -4.248 -1.889
C -3.676 -3.640 -1.344
H -2.637 -1.571 -0.240
H -0.302 -3.853 -1.819
H -1.588 -4.393 -2.944
H -1.378 -5.216 -1.377
H -4.256 -2.872 -0.821
H -3.868 -4.617 -0.878
H -4.013 -3.679 -2.390
H 0.703 2.800 -2.504
H -0.034 1.508 -4.846
C 1.668 2.298 -2.687
C 1.001 1.134 -4.792
N 1.442 1.047 -3.408
H 2.157 2.112 -1.724
C 1.588 -0.152 -2.834
O 1.648 -0.335 -1.588
H 1.042 0.132 -5.232
H 1.643 -0.994 -3.546
H 2.295 2.949 -3.313
H 1.662 1.812 -5.345
O -1.130 1.267 -1.375
C -2.396 1.751 -1.694
C -2.623 -0.043 -3.488
C -3.199 0.705 -2.465
H -1.583 0.150 -3.760
C -3.370 -1.031 -4.135
H -2.947 1.934 -0.759
C -4.538 0.500 -2.122
H -2.905 -1.621 -4.926
C -4.705 -1.245 -3.781
C -5.294 -0.475 -2.775
H -4.966 1.134 -1.340
H -5.292 -2.010 -4.294
H -6.341 -0.627 -2.500
Si 3.736 5.010 3.282
Cl 2.858 6.358 1.959
C 5.063 4.115 2.312
C 2.356 3.891 3.861
C 4.485 5.976 4.705
H 4.627 3.613 1.438
H 5.550 3.358 2.942
H 5.831 4.823 1.968
H 5.279 6.650 4.357
H 4.923 5.283 5.439
H 3.725 6.580 5.219
H 1.918 3.365 2.999
H 1.567 4.472 4.361
H 2.733 3.137 4.566
C 0.472 -6.455 1.664
C -0.604 -5.558 1.687
C -0.372 -4.207 1.931
C 0.944 -3.736 2.109
C 2.014 -4.648 2.146
C 1.771 -6.004 1.915
P 1.136 -1.932 2.153
C 0.765 -1.443 3.862
C 0.894 -0.072 4.170
C 0.288 0.458 5.305
C -0.439 -0.382 6.163
C -0.448 -1.762 5.936
C 0.170 -2.304 4.807
C 2.906 -1.713 1.863
C 3.735 -1.078 2.795
C 5.051 -0.769 2.452
C 5.568 -1.151 1.211
C 4.758 -1.841 0.300
C 3.428 -2.104 0.612
H 0.292 -7.509 1.446
H -1.620 -5.910 1.510
H -1.202 -3.497 1.961
H 3.032 -4.299 2.332
H 2.603 -6.710 1.913
H 1.408 0.588 3.475
H 0.359 1.526 5.506
H -0.996 0.049 7.000
H -0.966 -2.418 6.642
H 0.173 -3.381 4.648
H 3.342 -0.815 3.775
H 5.670 -0.221 3.162
H 6.598 -0.906 0.950
H 5.164 -2.161 -0.661
H 2.784 -2.593 -0.120
```

* net charge: 0
* max |F|: 2.00 eV Å⁻¹
* E_LUMO: 0.27 eV
* orbital gap: 7.9439 eV
* total energy: -137720.29503 eV



3.
Formula: C4H5N2
Source: the OMol25 dataset
Level of theory: the ωB97M-V functional and the def2-TZVPD basis

XYZ file:
```
11
C4H5N2 | the OMol25 dataset | the ωB97M-V functional and the def2-TZVPD basis
C 0.565 0.667 0.058
C -2.048 0.680 0.093
C 0.247 -0.777 0.131
C 1.628 -0.861 -0.056
N -0.915 -1.365 -0.074
N -1.773 -0.436 -0.086
H -0.069 1.006 -0.818
H -2.463 1.602 0.156
H 0.485 1.309 0.822
H 2.154 -1.258 -1.028
H 2.190 -0.567 0.802
```

* multiplicity: 3
* net charge: +1
* max |F|: 4.87 eV Å⁻¹
* E_LUMO (alpha / beta): -5.24 / -8.83 eV
* orbital gap (alpha / beta): 6.5419 / 7.1287 eV
* <S²>: 2.014
* total energy: -7191.77293 eV



4.
Formula: C2H5NO
Source: the OMol25 dataset
Level of theory: the ωB97M-V functional and the def2-TZVPD basis

XYZ file:
```
9
C2H5NO | the OMol25 dataset | the ωB97M-V functional and the def2-TZVPD basis
C 0.757 -1.444 0.236
C -0.824 0.396 0.109
N 0.427 -0.260 -0.001
O 1.585 0.583 -0.248
H 1.390 1.187 -0.984
H 0.043 -2.241 0.467
H -1.172 0.915 -0.852
H -1.553 -0.452 0.489
H -0.653 1.317 0.783
```

* net charge: 0
* max |F|: 2.76 eV Å⁻¹
* E_LUMO: 0.66 eV
* orbital gap: 8.6206 eV
* total energy: -5687.97800 eV



5.
Formula: C8H9Cl2N2
Source: the OMol25 dataset
Level of theory: the ωB97M-V functional and the def2-TZVPD basis

XYZ file:
```
21
C8H9Cl2N2 | the OMol25 dataset | the ωB97M-V functional and the def2-TZVPD basis
C -4.003 -1.971 -0.343
C -3.429 -0.834 -0.087
C -3.082 0.421 0.037
Cl -4.359 1.621 0.160
N -1.762 0.957 -0.022
C -0.685 0.207 0.185
Cl -0.717 -1.384 0.848
N 0.487 0.769 0.156
C 1.729 0.474 -0.070
C 2.100 -0.625 -0.998
C 2.612 1.227 0.683
C 3.879 0.943 0.977
H -4.220 -2.141 -1.417
H -4.074 -2.725 0.342
H -1.875 1.865 -0.343
H 1.823 -1.562 -0.461
H 3.225 -0.537 -1.386
H 1.281 -0.474 -1.780
H 2.222 2.143 1.145
H 4.434 1.579 1.650
H 4.414 0.045 0.722
```

* net charge: +1
* structure (SMILES): C=C=C(Cl)NC(Cl)=[N+]=C(C)C=C
* max |F|: 4.30 eV Å⁻¹
* E_LUMO: -5.13 eV
* orbital gap: 7.5410 eV
* total energy: -36456.49273 eV



6.
Formula: C20H19IrN5O4S2
Source: the OMol25 dataset
Level of theory: the ωB97M-V functional and the def2-TZVPD basis

XYZ file:
```
51
C20H19IrN5O4S2 | the OMol25 dataset | the ωB97M-V functional and the def2-TZVPD basis
Ir -0.447 0.878 0.802
N 0.158 2.354 2.151
C 0.563 3.551 1.403
C 0.788 4.763 1.983
C 1.221 5.849 1.189
C 1.436 5.689 -0.152
C 1.208 4.437 -0.773
C 1.408 4.189 -2.153
C 1.156 2.944 -2.659
C 0.671 1.936 -1.809
N 0.462 2.143 -0.524
C 0.750 3.373 0.016
H 0.968 2.000 2.659
H -0.560 2.585 2.833
H 0.647 4.897 3.049
H 1.389 6.809 1.656
H 1.778 6.518 -0.757
H 1.756 4.990 -2.793
H 1.300 2.715 -3.704
H 0.427 0.955 -2.191
C 3.540 0.154 1.677
O 2.228 0.761 1.527
C 1.296 -0.009 0.957
O 1.475 -1.148 0.620
H 4.160 0.918 2.132
H 3.928 -0.129 0.702
H 3.470 -0.722 2.317
N 0.005 -6.840 -1.468
C -0.392 -5.580 -1.489
C -1.792 -5.275 -1.496
C -2.195 -3.972 -1.539
C -1.230 -2.950 -1.569
C 0.153 -3.230 -1.564
C 0.574 -4.522 -1.518
S -1.790 -1.265 -1.737
O -0.915 -0.649 -2.681
O -3.198 -1.370 -1.953
N -1.542 -0.569 -0.305
C -2.395 -0.774 0.736
S -3.865 -1.605 0.962
C -3.829 -1.150 2.636
C -2.757 -0.388 2.918
N -1.941 -0.171 1.824
H -0.659 -7.602 -1.460
H 0.986 -7.083 -1.474
H -2.512 -6.083 -1.484
H -3.244 -3.712 -1.571
H 0.865 -2.421 -1.592
H 1.629 -4.766 -1.515
H -4.618 -1.456 3.303
H -2.512 0.036 3.878
```

* multiplicity: 2
* net charge: +2
* max |F|: 0.70 eV Å⁻¹
* E_LUMO (alpha / beta): -5.65 / -8.89 eV
* orbital gap (alpha / beta): 8.3173 / 5.0776 eV
* <S²>: 0.784
* total energy: -61184.46402 eV



7.
Formula: C2HNO2S
Source: the OMol25 dataset
Level of theory: the ωB97M-V functional and the def2-TZVPD basis

XYZ file:
```
7
C2HNO2S | the OMol25 dataset | the ωB97M-V functional and the def2-TZVPD basis
C -0.412 -0.332 -0.779
C -2.600 0.151 2.115
N -1.249 -1.030 -0.326
O -3.728 -0.048 1.941
O -1.443 0.394 2.239
S 0.207 0.720 2.613
H 0.289 0.449 -0.948
```

* net charge: 0
* max |F|: 4.83 eV Å⁻¹
* E_LUMO: -0.09 eV
* orbital gap: 8.6510 eV
* total energy: -18506.68098 eV



8.
Formula: C17H14F2N
Source: the OMol25 dataset
Level of theory: the ωB97M-V functional and the def2-TZVPD basis

XYZ file:
```
34
C17H14F2N | the OMol25 dataset | the ωB97M-V functional and the def2-TZVPD basis
F -5.294 1.256 -1.324
C -4.000 0.808 -1.284
C -3.770 -0.568 -1.259
C -2.457 -1.005 -1.215
C -1.348 -0.098 -1.212
C -0.049 -0.681 -1.215
C 1.252 -0.100 -1.216
C 2.359 -1.009 -1.205
C 3.673 -0.574 -1.251
C 3.905 0.802 -1.277
F 5.200 1.249 -1.296
C 2.878 1.743 -1.287
C 1.562 1.292 -1.252
C -1.657 1.295 -1.233
C -2.972 1.747 -1.290
H -4.599 -1.272 -1.283
H -2.242 -2.075 -1.199
H -0.050 -1.774 -1.286
H 2.142 -2.078 -1.178
H 4.501 -1.279 -1.270
H 3.095 2.809 -1.334
H 0.773 2.034 -1.275
H -0.868 2.037 -1.232
H -3.187 2.813 -1.347
C 0.896 -1.388 3.640
C -0.487 -1.448 3.783
C -1.054 -0.513 2.858
C 0.000 0.086 2.174
N 1.183 -0.447 2.659
H 1.668 -1.940 4.165
H -1.032 -2.082 4.468
H -2.105 -0.304 2.715
H -0.028 0.849 1.403
H 2.116 -0.185 2.354
```

* net charge: +1
* max |F|: 2.04 eV Å⁻¹
* E_LUMO: -6.16 eV
* orbital gap: 4.7690 eV
* total energy: -24773.25095 eV



9.
Formula: C9H26INO4PS2
Source: the OMol25 dataset
Level of theory: the ωB97M-V functional and the def2-TZVPD basis

XYZ file:
```
44
C9H26INO4PS2 | the OMol25 dataset | the ωB97M-V functional and the def2-TZVPD basis
C -2.424 -0.777 -1.299
C -1.331 -1.153 -2.307
S -1.182 -0.133 -3.777
C -0.696 1.456 -3.050
P 1.004 2.213 -3.440
O 1.197 1.513 -4.991
I 3.400 3.717 -3.762
C 2.066 0.861 -2.664
C 2.410 1.021 -1.189
C 1.312 0.818 -0.133
N 0.553 2.015 0.232
H -1.982 -0.530 -0.324
H -2.980 0.100 -1.642
H -3.139 -1.594 -1.150
H -1.517 -2.156 -2.714
H -0.346 -1.198 -1.835
H -1.426 2.193 -3.406
H -0.825 1.375 -1.966
H 0.464 3.305 -4.158
H 0.950 2.934 -2.215
H 1.988 0.989 -5.042
H 3.013 0.863 -3.214
H 1.582 -0.107 -2.867
H 2.876 2.005 -1.039
H 3.184 0.271 -0.962
H 1.773 0.349 0.748
H 0.588 0.082 -0.509
H 0.955 2.475 1.034
H -0.400 1.789 0.476
O -0.059 -1.823 1.947
S -1.209 -1.662 2.780
O -1.800 -0.369 2.908
O -0.869 -2.237 4.219
C 0.390 -1.790 4.805
C 0.316 -0.381 5.346
C -2.445 -2.824 2.337
H 1.169 -1.897 4.051
H 0.566 -2.520 5.592
H 0.196 0.348 4.547
H 1.242 -0.164 5.881
H -0.520 -0.278 6.036
H -1.991 -3.808 2.264
H -2.821 -2.494 1.369
H -3.232 -2.798 3.086
```

* net charge: -1
* max |F|: 1.56 eV Å⁻¹
* E_LUMO: 1.87 eV
* orbital gap: 5.7640 eV
* total energy: -58495.37108 eV



10.
Formula: CH3Cl2N3O
Source: the OMol25 dataset
Level of theory: the ωB97M-V functional and the def2-TZVPD basis

XYZ file:
```
10
CH3Cl2N3O | the OMol25 dataset | the ωB97M-V functional and the def2-TZVPD basis
C 0.087 0.651 0.076
N 1.203 0.816 0.450
N -0.899 -0.110 -0.212
N -0.751 2.679 -1.477
O -1.044 -1.467 0.055
Cl -2.328 2.332 -0.824
Cl -0.465 1.924 -2.988
H 1.613 1.584 0.963
H -1.729 0.480 -0.610
H -0.871 -1.665 0.936
```

* net charge: 0
* max |F|: 3.20 eV Å⁻¹
* E_LUMO (alpha / beta): -0.57 / -1.25 eV
* orbital gap (alpha / beta): 7.8281 / 5.9854 eV
* total energy: -32640.96325 eV



11.
Formula: C6H5ClIN3
Source: the OMol25 dataset
Level of theory: the ωB97M-V functional and the def2-TZVPD basis

XYZ file:
```
16
C6H5ClIN3 | the OMol25 dataset | the ωB97M-V functional and the def2-TZVPD basis
C 0.865 -1.118 -1.062
C -0.460 -0.928 -1.141
C 1.398 -0.319 0.022
C -0.975 0.031 -0.115
C 0.306 0.589 0.518
C 2.620 -3.383 -0.118
N 2.574 -0.277 0.524
N 3.162 -2.360 0.192
N 3.506 -1.182 0.247
Cl -1.504 -1.684 -2.259
I 2.161 -5.038 1.037
H 1.457 -1.735 -1.711
H -1.601 0.801 -0.567
H -1.585 -0.489 0.628
H 0.284 0.604 1.609
H 0.491 1.613 0.186
```

* net charge: 0
* max |F|: 2.56 eV Å⁻¹
* E_LUMO (alpha / beta): -0.75 / -0.75 eV
* orbital gap (alpha / beta): 7.3047 / 7.3052 eV
* total energy: -31391.84983 eV



12.
Formula: C14H16O
Source: the OMol25 dataset
Level of theory: the ωB97M-V functional and the def2-TZVPD basis

XYZ file:
```
31
C14H16O | the OMol25 dataset | the ωB97M-V functional and the def2-TZVPD basis
C 0.277 -3.471 2.300
C 2.272 -2.065 1.701
C 1.053 -2.213 2.434
C 2.899 -0.861 1.703
C 2.309 0.196 2.452
C 0.660 -1.267 3.404
C 1.222 -0.018 3.339
O 2.880 1.419 2.584
H 2.656 -2.954 1.208
H 3.809 -0.621 1.190
H -0.806 -3.360 2.324
H 0.509 -4.210 3.081
H -0.187 -1.423 4.060
H 2.619 1.950 1.802
H 0.945 0.767 4.027
H 0.625 -3.901 1.358
C 0.317 2.210 -3.507
C -3.309 0.748 -1.676
C -2.404 -0.156 -2.221
C -3.132 2.116 -1.882
C -1.268 0.353 -2.807
C -1.990 2.588 -2.576
C -0.981 1.690 -2.966
H -4.112 0.364 -1.062
H -2.469 -1.236 -2.152
H -3.855 2.848 -1.562
H -0.475 -0.369 -2.996
H -1.973 3.671 -2.579
H 0.341 3.306 -3.470
H 0.397 2.048 -4.586
H 1.172 1.851 -2.925
```

* multiplicity: 2
* net charge: +1
* max |F|: 1.87 eV Å⁻¹
* E_LUMO (alpha / beta): -4.26 / -7.89 eV
* orbital gap (alpha / beta): 6.8596 / 3.2240 eV
* <S²>: 0.765
* total energy: -16815.98910 eV



Q: Among the records above, which one has the highest total energy?
A: C2H5NO